Entry 1:
17
Properties=species:S:1:pos:R:3:lowdin_spin:R:1 method="wB97M-V/def2-TZVPD" lumo_ev="0.69 / -3.11" orbital_gap_ev="5.3 / 6.5" spin_multiplicity=3 total_charge=0 e_homo_ev="-4.57 / -9.62"
S 1.624 -0.117 -0.429 0.62
O 2.324 -0.936 0.564 0.48
O -0.583 0.691 1.413 0.34
C -0.189 -0.291 -0.043 0.30
C -0.511 -1.708 0.304 0.03
C 1.848 1.626 0.104 0.13
C -1.046 0.390 -1.065 0.02
H -2.096 0.266 -0.808 0.00
H 1.443 2.280 -0.660 0.00
H -1.446 -1.776 0.857 0.00
H 0.296 -2.136 0.899 0.00
H -0.832 1.455 -1.080 0.00
H 1.333 1.772 1.048 0.01
H -0.173 0.182 2.114 0.01
H -0.863 -0.029 -2.052 0.01
H -0.608 -2.285 -0.616 0.02
H 2.914 1.783 0.217 0.00

---

Entry 2:
17
Properties=species:S:1:pos:R:3:lowdin_spin:R:1 method="wB97M-V/def2-TZVPD" lumo_ev="-3.91 / -8.79" orbital_gap_ev="10.5 / 5.5" spin_multiplicity=2 total_charge=+1 e_homo_ev="-14.42 / -14.30"
S -0.204 -1.887 0.980 0.78
O -1.312 -0.406 -1.541 0.03
O 3.552 0.887 0.029 0.00
C -0.863 0.857 0.770 0.00
C -0.914 1.668 -0.508 0.01
C -1.235 0.794 -1.681 0.00
C 0.235 -0.196 0.700 0.09
H -1.851 0.445 1.003 0.00
H 0.082 2.044 -0.679 0.00
H -1.359 1.268 -2.670 0.00
H -1.567 2.538 -0.457 0.00
H -0.625 1.544 1.580 0.00
H 1.077 0.017 1.378 0.04
H -1.327 -1.635 1.664 0.03
H 2.832 0.375 -0.363 0.00
H 3.362 1.792 -0.257 0.00
H 0.758 -0.198 -0.271 0.01

---

Entry 3:
17
Properties=species:S:1:pos:R:3:lowdin_spin:R:1 method="wB97M-V/def2-TZVPD" lumo_ev="-4.78 / -9.33" orbital_gap_ev="8.8 / 4.3" spin_multiplicity=2 total_charge=+1 e_homo_ev="-13.60 / -13.59"
S 2.218 0.958 -0.986 0.86
O -2.777 0.651 0.410 0.00
O 0.009 -2.755 -1.808 0.00
C -0.288 0.509 0.340 0.00
C 1.176 0.281 0.498 0.07
C -0.847 0.047 1.643 0.00
C -2.282 0.012 1.371 0.00
H -0.699 -0.023 -0.542 0.00
H -0.838 0.636 2.629 0.00
H 1.351 -0.823 0.591 0.02
H 0.176 -1.947 -2.283 0.00
H -2.952 -0.706 1.968 0.00
H 1.578 0.730 1.401 0.01
H 3.293 0.630 -0.208 0.02
H -0.939 -2.655 -1.668 0.00
H -0.244 -0.967 1.807 0.00
H -0.623 1.536 0.151 0.00

---

Entry 4:
18
Properties=species:S:1:pos:R:3:mulliken_charge:R:1 method="wB97M-V/def2-TZVPD" lumo_ev=0.58 orbital_gap_ev=9.4 spin_multiplicity=1 total_charge=0 e_homo_ev=-8.81
S 0.486 1.284 0.547 0.39
S -2.716 -0.201 -0.245 -0.17
O -0.719 2.034 0.890 -0.64
O -1.125 -0.442 -0.739 -0.34
C 1.122 -1.213 -0.605 -1.46
C -0.057 -0.441 0.099 0.76
C -0.557 -1.120 1.734 -1.09
C 0.752 1.727 -1.220 -0.94
H 1.085 -1.306 -1.703 0.32
H 0.003 1.219 -1.773 0.26
H 1.242 -2.234 -0.404 0.47
H -1.526 -1.660 1.820 0.31
H 1.764 1.293 -1.439 0.29
H 0.628 2.739 -1.313 0.49
H 0.351 -1.738 1.926 0.36
H -2.264 1.033 0.292 0.26
H -0.553 -0.351 2.405 0.42
H 2.082 -0.622 -0.272 0.29

---

Entry 5:
18
Properties=species:S:1:pos:R:3:mulliken_charge:R:1 method="wB97M-V/def2-TZVPD" lumo_ev=-0.20 orbital_gap_ev=9.2 smiles="C=C(C)C(=O)[Si@@H](O)[SiH3]" spin_multiplicity=1 total_charge=0 e_homo_ev=-9.42
Si -1.442 -1.045 0.542 0.33
Si -2.602 -0.290 -1.435 0.40
O 0.251 -1.250 -1.503 -0.55
O -1.387 -0.021 1.867 -0.50
C 0.283 -1.114 -0.185 0.20
C 1.638 -0.702 0.328 0.82
C 1.702 -0.563 1.649 -0.99
C 2.642 -0.135 -0.697 -1.13
H 0.894 -0.946 2.203 0.28
H -1.510 0.753 -1.870 -0.09
H -2.715 -1.501 -2.217 -0.10
H 2.076 0.578 -1.185 0.29
H 3.600 0.169 -0.277 0.39
H 2.599 -0.186 2.033 0.32
H -1.699 -2.307 1.315 -0.14
H 3.007 -0.879 -1.356 0.30
H -3.859 0.500 -1.644 -0.16
H -1.672 -0.099 2.753 0.31

---

Entry 6:
17
Properties=species:S:1:pos:R:3:mulliken_charge:R:1 method="wB97M-V/def2-TZVPD" lumo_ev=0.54 orbital_gap_ev=10.7 smiles="O=CCCCO.O" spin_multiplicity=1 total_charge=0 e_homo_ev=-10.19
O 2.975 0.149 -1.216 -0.66
O -2.160 2.265 -1.440 -0.47
O 0.735 -1.681 1.997 -0.53
C 0.533 -0.461 1.321 -0.12
C -1.959 1.108 -1.164 -0.17
C -0.828 -0.187 0.588 -0.51
C -0.631 0.614 -0.730 -0.44
H -0.172 -0.063 -1.509 0.31
H 1.366 -0.370 0.614 0.06
H -1.224 -1.193 0.312 0.38
H -2.775 0.374 -1.236 0.34
H -0.100 -2.168 1.928 0.32
H -1.519 0.307 1.287 0.34
H 0.647 0.398 2.017 0.28
H 2.849 -0.735 -1.583 0.36
H 0.071 1.431 -0.536 0.35
H 2.192 0.213 -0.651 0.16

---

Entry 7:
17
Properties=species:S:1:pos:R:3:mulliken_charge:R:1 method="wB97M-V/def2-TZVPD" lumo_ev=0.63 orbital_gap_ev=10.5 smiles="O=CCCCO.O" spin_multiplicity=1 total_charge=0 e_homo_ev=-9.82
O 2.690 1.814 3.032 -0.64
O -2.210 0.437 0.049 -0.47
O 0.073 -0.512 -2.996 -0.52
C 0.411 -0.222 -1.658 -0.46
C -0.192 -0.704 0.727 -0.64
C -0.027 -1.296 -0.672 -0.51
C -1.532 -0.029 0.919 0.00
H 0.722 -2.073 -0.697 0.34
H -0.720 -1.051 -3.064 0.32
H 0.428 0.189 0.824 0.25
H -1.784 0.077 1.985 0.35
H 1.501 -0.128 -1.646 0.32
H -0.059 -1.304 1.629 0.37
H 2.283 2.129 3.848 0.32
H 2.805 2.592 2.468 0.32
H -0.993 -1.649 -1.026 0.38
H 0.039 0.774 -1.387 0.27

---

Entry 8:
17
Properties=species:S:1:pos:R:3:mulliken_charge:R:1 method="wB97M-V/def2-TZVPD" lumo_ev=0.63 orbital_gap_ev=9.8 spin_multiplicity=1 total_charge=0 e_homo_ev=-9.15
O 0.029 0.508 -1.291 -0.48
O 1.746 0.438 0.618 -0.47
O -1.182 -1.711 0.535 -0.53
C -0.719 0.100 2.140 -1.28
C -0.542 -0.468 0.743 0.44
C 0.792 -0.380 0.138 -0.04
C 0.318 0.668 -2.647 -0.83
H -0.362 1.130 2.195 0.38
H 0.945 -0.041 -3.209 0.28
H 1.348 1.265 0.924 0.32
H 1.229 -1.286 -0.274 0.39
H 0.797 1.608 -2.948 0.28
H -1.779 0.109 2.387 0.32
H -0.996 0.259 -0.110 0.26
H -0.201 -0.510 2.885 0.35
H -0.791 -2.368 1.124 0.34
H -0.632 0.682 -3.210 0.27

---

Entry 9:
18
Properties=species:S:1:pos:R:3:mulliken_charge:R:1 method="wB97M-V/def2-TZVPD" lumo_ev=0.58 orbital_gap_ev=10.5 smiles="O=CCCC=O.O.O" spin_multiplicity=1 total_charge=0 e_homo_ev=-9.88
O -0.938 3.272 -0.253 -0.64
O 4.136 0.685 1.316 -0.47
O -3.890 -2.047 -3.628 -0.64
O -1.099 -1.791 0.439 -0.46
C 3.022 0.630 0.852 -0.12
C -0.394 -1.062 1.076 -0.13
C 1.973 -0.363 1.287 -0.43
C 0.666 -0.141 0.535 -0.30
H -0.458 -1.054 2.186 0.30
H 2.378 -1.357 1.061 0.28
H 2.758 1.339 0.067 0.40
H -3.342 -2.834 -3.534 0.32
H -1.385 3.094 -1.102 0.32
H -4.706 -2.307 -3.185 0.32
H 0.290 0.857 0.783 0.27
H 1.791 -0.352 2.358 0.33
H -1.603 3.733 0.269 0.31
H 0.799 -0.302 -0.528 0.33

---

Entry 10:
21
Properties=species:S:1:pos:R:3:mulliken_charge:R:1 method="wB97M-V/def2-TZVPD" lumo_ev=0.08 orbital_gap_ev=9.0 spin_multiplicity=1 total_charge=0 e_homo_ev=-8.92
S -1.536 1.371 -1.484 -0.26
S 1.209 0.357 -0.420 0.82
O 1.420 1.339 0.705 -0.75
O 2.258 -1.948 -1.092 -0.53
O -1.484 1.547 1.186 -0.19
O 2.088 0.822 -1.761 -0.56
O -0.844 2.860 0.931 -0.34
C -1.908 0.990 0.036 0.30
C 2.424 -0.947 -0.114 -0.56
C -2.552 -0.346 0.368 -0.32
C -1.420 -1.234 0.901 -0.98
H 0.090 2.570 0.908 0.49
H -2.959 -0.793 -0.599 0.31
H 1.587 1.504 -2.298 0.35
H -0.834 -0.558 1.448 0.48
H 2.353 -1.440 0.872 0.32
H -0.583 -1.608 0.219 0.15
H 2.434 -1.637 -1.964 0.33
H -1.801 -2.254 1.345 0.29
H 3.392 -0.452 -0.272 0.39
H -3.334 -0.143 1.085 0.27

---

Entry 11:
16
Properties=species:S:1:pos:R:3:mulliken_charge:R:1 method="wB97M-V/def2-TZVPD" lumo_ev=0.84 orbital_gap_ev=9.9 smiles=OCCCCS spin_multiplicity=1 total_charge=0 e_homo_ev=-9.10
S -3.282 -0.917 -0.175 -0.22
O 2.996 0.636 0.132 -0.50
C 0.628 0.176 -0.205 -0.40
C -1.641 -0.612 -0.890 -0.66
C -0.864 0.335 -0.011 -0.39
C 1.719 0.634 0.764 -0.66
H 0.830 0.691 -1.171 0.20
H -2.829 -1.429 0.968 0.11
H 1.535 1.713 0.975 0.27
H 3.372 -0.227 0.343 0.31
H -1.241 1.356 -0.201 0.24
H 1.708 0.120 1.740 0.34
H -1.051 0.176 1.062 0.41
H -1.093 -1.555 -1.045 0.33
H 0.881 -0.876 -0.363 0.24
H -1.668 -0.221 -1.924 0.38

---

Entry 12:
16
Properties=species:S:1:pos:R:3:mulliken_charge:R:1 method="wB97M-V/def2-TZVPD" lumo_ev=0.84 orbital_gap_ev=9.2 smiles="CC=O.CSC" spin_multiplicity=1 total_charge=0 e_homo_ev=-8.37
S -0.936 1.911 -1.878 -0.06
O 0.997 0.808 2.314 -0.46
C -0.191 1.118 -0.399 -0.95
C 1.575 -1.419 1.725 -0.95
C -1.628 0.440 -2.641 -0.80
C 0.652 -0.338 2.232 0.13
H 2.195 -1.130 0.868 0.28
H 1.028 -2.232 1.259 0.32
H 0.392 1.879 0.094 0.34
H -2.244 -0.004 -1.861 0.24
H -2.276 0.730 -3.456 0.31
H 0.376 0.254 -0.753 0.29
H -1.016 0.676 0.150 0.35
H -0.275 -0.705 2.713 0.38
H -0.835 -0.244 -2.935 0.27
H 2.186 -1.746 2.566 0.32

---

Going through the records in order, we get energy values of -706.8329, -706.7160, -706.6643, -1105.1265, -887.8043, -384.0835, -384.0925, -384.0111, -459.3339, -1330.8150, -631.8011, -631.7920 hartree.
Going through the records in order, we get energy relative to the best compared isomer or geometry (same formula, charge and spin) values of 208.5, 82.5, 218.2, 405.5, 195.9, 173.7, 149.9, 363.8, 144.2, 0.0, 62.0, 85.9 kJ/mol.